DFT (ωB97M-V/def2-TZVPD) results for 5 unconnected molecules or ions with the total composition C29H25ClF32INO8P.

```
98
Properties=species:S:1:pos:R:3:forces:R:3:lowdin_charge:R:1
O -4.90558 1.96168 -1.55856 1.167 -1.924 -4.887 0.12
C -4.70883 1.50908 -2.70911 -0.662 0.960 2.726 -0.33
O -5.33855 0.31829 -3.20928 1.961 1.923 1.440 -0.06
C -5.11867 -0.79348 -2.30518 1.337 -3.299 -1.059 -0.09
C -4.13830 -1.93288 -3.15095 2.733 -1.166 0.255 -0.13
C -3.70990 -3.28048 -2.22628 -1.478 2.662 0.651 -0.02
O -2.72160 -2.05950 -2.65108 -4.879 2.224 -0.969 -0.20
C -3.75703 2.24753 -3.77970 0.535 0.706 -2.734 0.00
C -4.39175 2.41936 -5.21276 4.187 1.350 0.984 0.08
C -3.52250 3.08752 -6.29944 -0.850 -1.431 3.710 -0.08
N -2.17507 3.51509 -6.00265 -1.550 -1.152 2.628 -0.53
I -1.10947 4.35337 -7.57768 -0.148 -0.154 0.456 1.02
C -1.54921 3.38551 -4.69076 -3.333 -1.659 0.560 -0.06
C -2.31684 2.73128 -3.47949 -1.123 -0.201 -4.802 -0.25
P -1.53663 2.51955 -1.74905 0.021 -0.364 1.857 0.70
O -1.32360 0.83438 -1.42377 -0.781 2.362 -3.024 -0.34
Cl 0.40926 3.39973 -1.94443 -0.926 -1.117 -0.594 0.25
H -4.54745 -0.53724 -1.35390 -1.018 -0.185 -1.275 0.15
H -6.06106 -1.41724 -2.14545 1.010 1.487 -0.024 0.14
H -4.38082 -2.10961 -4.31519 0.826 0.409 2.833 0.17
H -2.98687 -3.34878 -1.35885 -0.406 -1.966 -1.181 0.10
H -4.58831 -2.95713 -1.50809 1.479 0.461 0.101 0.07
H -5.45303 2.04060 -5.40690 1.834 0.706 0.155 0.14
H -3.98009 3.21932 -7.33265 1.185 -0.005 1.471 0.12
H -0.47656 3.73445 -4.54889 -1.648 -0.456 -0.438 0.08
H -1.54861 0.40344 -2.29400 0.580 -0.342 1.218 0.05
C -0.20072 -6.85914 1.56951 -0.285 -0.689 -0.440 -0.04
C 1.18045 -6.43202 2.11093 -0.102 0.051 -0.885 -0.43
C 1.18382 -5.76691 3.48783 0.566 0.088 0.777 -0.30
F 0.47739 -4.62014 3.51364 -0.009 -0.049 -0.111 0.09
F 2.45098 -5.43918 3.84927 -0.007 -0.237 -0.259 0.09
F 1.79200 -5.64885 1.18871 -0.063 0.106 0.267 0.13
F 1.93709 -7.56482 2.19845 -0.252 0.175 0.436 0.11
O -0.83630 -5.96375 0.64288 -0.029 1.355 0.955 0.04
C -1.58002 -4.89238 1.18351 0.125 -2.184 0.087 -0.50
C -0.98545 -3.52143 0.83231 0.441 0.601 -0.098 -0.28
F 0.28167 -3.39942 1.27654 -0.254 -0.227 -0.157 0.10
F -1.69702 -2.52007 1.40923 -0.312 -0.318 -0.025 0.09
F -1.73543 -5.07616 2.50739 -0.187 0.607 -0.214 0.14
F -2.82362 -4.99909 0.64683 0.234 0.576 -0.176 0.13
H -0.02895 -7.76570 0.98219 0.070 0.591 0.077 0.12
H -0.88214 -7.17412 2.36459 0.163 0.314 0.058 0.15
H 0.78468 -6.43882 4.25351 -0.052 -0.112 -0.154 0.18
H -0.97939 -3.36075 -0.24889 -0.089 -0.207 -0.048 0.16
C 2.09065 -13.90952 0.68262 -0.368 -0.644 -0.448 -0.04
C 3.48750 -13.52438 1.21408 -0.078 0.185 -0.938 -0.44
C 3.52590 -12.91016 2.61409 0.568 0.078 0.784 -0.30
F 2.83967 -11.75413 2.69420 -0.022 -0.055 -0.132 0.09
F 4.80430 -12.61667 2.96423 -0.019 -0.243 -0.274 0.09
F 4.09568 -12.71906 0.31040 -0.076 0.071 0.306 0.13
F 4.22653 -14.67285 1.24730 -0.262 0.082 0.418 0.11
O 1.44777 -12.97803 -0.19986 0.121 1.187 1.042 0.03
C 0.72556 -11.91813 0.39180 -0.109 -2.051 -0.091 -0.50
C 1.32605 -10.54526 0.07335 0.599 0.514 -0.318 -0.26
F 2.60303 -10.44825 0.49511 -0.274 -0.211 -0.079 0.10
F 0.63291 -9.55769 0.69971 -0.233 -0.644 -0.034 0.07
F 0.59315 -12.14363 1.71289 -0.135 0.563 -0.124 0.14
F -0.52513 -11.98983 -0.12299 0.271 0.494 -0.112 0.14
H 2.24008 -14.79740 0.06092 0.158 0.264 -0.022 0.15
H 1.41940 -14.24250 1.47897 0.174 0.295 0.065 0.14
H 3.12878 -13.60309 3.36195 -0.057 -0.107 -0.154 0.17
H 1.31180 -10.35072 -1.00131 -0.170 -0.187 0.000 0.18
C 2.09206 8.25976 -1.52898 0.810 0.276 0.336 -0.04
C 0.82519 7.42911 -1.23342 0.146 0.939 0.579 -0.43
C 0.15722 6.77810 -2.44504 -0.407 -0.478 -0.219 -0.33
F -0.27022 7.67880 -3.34890 0.017 -0.064 0.074 0.09
F -0.94395 6.07715 -2.06102 -0.006 0.075 0.233 0.03
F -0.05263 8.19473 -0.54306 -0.075 -0.224 -0.308 0.13
F 1.19902 6.42842 -0.38089 0.009 -0.214 -0.447 0.09
O 1.93030 9.67991 -1.63760 -1.091 -0.325 -1.066 0.04
C 1.52758 10.19133 -2.89244 1.619 -0.713 0.751 -0.50
C 0.15217 10.86406 -2.84211 -0.699 0.489 0.063 -0.27
F -0.80771 10.00842 -2.42653 0.275 -0.048 0.049 0.09
F -0.21737 11.29629 -4.07268 0.418 -0.138 0.022 0.10
F 1.60747 9.21866 -3.82320 -0.299 0.353 -0.226 0.13
F 2.46151 11.10768 -3.23457 -0.577 0.107 0.080 0.15
H 2.74210 8.13674 -0.65709 -0.294 0.064 0.028 0.15
H 2.67170 7.85309 -2.36247 -0.330 0.014 -0.054 0.15
H 0.83489 6.07922 -2.94479 0.164 0.077 0.144 0.14
H 0.15998 11.71842 -2.16172 0.245 -0.045 0.004 0.18
C 1.19790 6.64304 3.76694 0.123 -0.688 -0.479 -0.04
C 0.49015 7.09588 5.06146 0.821 -0.497 0.230 -0.43
C -0.12021 8.49787 5.03612 -0.689 0.562 0.382 -0.30
F 0.79829 9.46155 4.83740 0.025 -0.147 -0.012 0.09
F -0.70948 8.77595 6.22705 0.036 -0.371 -0.054 0.10
F 1.34426 6.95432 6.10255 -0.166 0.258 -0.132 0.13
F -0.52383 6.20771 5.28719 -0.162 0.360 -0.297 0.10
O 2.62580 6.77693 3.72869 -0.106 1.485 0.273 0.03
C 3.14813 8.03715 3.35961 -1.092 -1.407 -0.692 -0.50
C 3.93824 8.70382 4.49038 0.471 0.350 0.689 -0.28
F 3.17750 8.88822 5.58956 -0.008 -0.223 -0.270 0.10
F 4.37963 9.92828 4.11152 -0.135 -0.244 -0.370 0.10
F 2.15744 8.81229 2.87752 0.464 0.285 0.042 0.13
F 3.97607 7.80140 2.31219 0.236 0.197 0.362 0.13
H 1.03418 5.56368 3.69272 0.104 0.146 0.267 0.15
H 0.72735 7.05315 2.86885 0.053 0.242 0.248 0.14
H -0.88681 8.58246 4.25988 0.060 -0.175 -0.064 0.17
H 4.80047 8.09656 4.77507 -0.055 -0.136 -0.203 0.18
```
Forces are in eV/Å.

**HOMO energy**: -11.35 eV
**E**: -165201.42602 eV
**Gap between HOMO and LUMO**: 5.788 eV
**Total charge**: +1